(1)
A cluster of 11 separate species, C56H102F6N18O2P in total at a distorted geometry, computed with the ωB97M-V functional and the def2-TZVPD basis.

Results
Maximum force: 3.02 eV/Å
Charge: +7
ΔE to the lowest compared entry with this formula, charge and spin: 0.00 kcal/mol

The geometry in XYZ format:
```
185
Properties=species:S:1:pos:R:3:mulliken_charge:R:1
C 2.7579 5.6864 1.7532 -1.42
C 2.2813 4.2274 1.6061 -0.20
N 1.9638 3.6613 2.9254 0.40
C 2.8337 3.7039 3.9936 -0.49
C 2.2234 3.0209 4.9932 -0.74
N 1.0176 2.5815 4.5169 0.35
C 0.8065 3.1066 3.3010 -0.30
C 0.0921 1.6505 5.1440 -0.50
H 2.6398 6.3244 0.8793 0.35
H 3.8204 5.6088 1.9775 0.43
H 2.1815 6.1830 2.5330 0.40
H 3.1292 3.6820 1.1979 0.27
H 1.3421 4.2091 1.0564 0.29
H 3.7284 4.3008 3.9899 0.59
H 2.5341 2.7677 5.9933 0.54
H -0.0749 2.9040 2.7113 0.27
H -0.2808 0.9281 4.4207 -0.02
H -0.7979 2.1989 5.4573 0.31
H 0.5663 1.1932 6.0070 0.36
C -1.0927 -5.9313 -7.4263 -1.03
C -0.9702 -4.3907 -7.3003 -0.29
N -1.3826 -3.9665 -5.9471 0.25
C -0.6047 -3.0973 -5.1766 -0.71
C -1.2672 -3.0286 -4.0017 -0.66
N -2.4717 -3.6656 -4.0779 0.30
C -2.4474 -4.3383 -5.2456 -0.12
C -3.3948 -3.8463 -2.9579 -0.84
H -0.8242 -6.2534 -8.4279 0.39
H -2.1286 -6.1326 -7.1597 0.35
H -0.4336 -6.4270 -6.7142 0.20
H -1.5479 -3.8629 -8.0564 0.30
H 0.0773 -4.1431 -7.4633 0.26
H 0.3006 -2.7161 -5.6122 0.50
H -0.9232 -2.5845 -3.0769 0.73
H -3.1438 -5.0940 -5.5715 0.38
H -2.9274 -3.5602 -2.0196 0.24
H -3.8132 -4.8483 -2.9663 0.36
H -4.1955 -3.1221 -3.1115 0.38
C 1.9166 -8.4074 -2.4434 -1.15
C 1.8523 -7.1459 -3.3034 -0.39
N 1.7329 -5.8536 -2.6487 0.23
C 0.6412 -5.3460 -1.9695 -1.31
C 0.9874 -4.1479 -1.4066 -0.07
N 2.2909 -3.9471 -1.8127 0.30
C 2.6923 -4.9285 -2.6171 -0.07
C 3.0857 -2.6903 -1.6949 -0.98
H 2.9372 -8.7753 -2.3414 0.34
H 1.3442 -9.1631 -2.9762 0.36
H 1.5508 -8.3345 -1.4194 0.33
H 1.0021 -7.2731 -3.9776 0.13
H 2.6723 -7.1149 -4.0211 0.48
H -0.2445 -5.9328 -1.7904 0.56
H 0.5213 -3.4352 -0.7401 0.68
H 3.6765 -4.9977 -3.0520 0.49
H 3.5844 -2.4942 -2.6371 0.43
H 3.8190 -2.8747 -0.9104 0.35
H 2.4057 -1.9308 -1.3135 0.22
C -3.1125 -5.9336 5.9127 -1.11
C -3.8560 -4.8849 5.1058 -0.43
N -3.0565 -4.0376 4.2021 0.28
C -2.0225 -4.3902 3.3813 -0.78
C -1.6264 -3.2413 2.7134 -0.22
N -2.5432 -2.2685 3.1047 0.42
C -3.4229 -2.7933 3.9626 -0.11
C -2.4579 -0.8449 2.8718 -1.00
H -2.5728 -6.6357 5.2767 0.34
H -3.8770 -6.5075 6.4342 0.42
H -2.4624 -5.4554 6.6442 0.26
H -4.3672 -4.2336 5.8152 0.30
H -4.6569 -5.3326 4.5161 0.39
H -1.5232 -5.3406 3.4541 0.37
H -0.8230 -2.8854 2.0807 0.46
H -4.1474 -2.1994 4.4968 0.47
H -3.4300 -0.4571 2.5730 0.44
H -1.8068 -0.6945 2.0118 -0.03
H -2.0884 -0.2801 3.7233 0.45
C 4.1049 -1.1076 1.4495 -0.83
C 5.4301 -1.8965 1.4475 -0.62
N 6.6398 -1.1515 1.8594 0.20
C 7.5823 -1.6308 2.7266 -0.26
C 8.4976 -0.6607 2.9167 -0.54
N 8.0746 0.4467 2.1879 0.07
C 6.9939 0.0805 1.4808 -0.05
C 8.7554 1.7360 2.1412 -0.82
H 3.9858 -0.7567 2.4737 0.45
H 3.2669 -1.7607 1.2086 0.10
H 4.0093 -0.2628 0.7678 0.44
H 5.7584 -2.2983 0.4868 0.35
H 5.3050 -2.7368 2.1272 0.23
H 7.3391 -2.5695 3.1948 0.42
H 9.4260 -0.5456 3.4527 0.51
H 6.4368 0.6672 0.7714 0.37
H 8.7545 2.1043 3.1689 0.38
H 8.1838 2.4920 1.6110 0.30
H 9.7801 1.6020 1.8071 0.35
C -4.3132 0.8511 -0.8642 -0.33
C -5.2970 1.9084 -1.3846 -0.86
N -6.6069 1.7791 -0.7079 0.28
C -7.2025 2.7003 0.1643 -0.24
C -8.4922 2.2693 0.2124 -0.63
N -8.5391 0.9525 -0.1374 0.14
C -7.3820 0.6955 -0.7729 -0.03
C -9.7316 0.1403 -0.2887 -0.85
H -4.0117 1.0793 0.1545 -0.15
H -3.4383 0.6812 -1.4927 0.32
H -4.8031 -0.1212 -0.9507 0.39
H -5.4643 1.8504 -2.4615 0.45
H -4.9571 2.9382 -1.2877 0.21
H -6.6134 3.5771 0.3718 0.41
H -9.3244 2.8313 0.6081 0.46
H -7.1882 -0.1900 -1.3526 0.38
H -9.9636 -0.3525 0.6503 0.33
H -9.5906 -0.6078 -1.0715 0.33
H -10.5774 0.6533 -0.7456 0.38
C 1.0068 2.7500 -5.2540 -0.85
C 2.0551 3.1596 -6.2710 -0.80
N 1.8931 4.5060 -6.8529 0.18
C 0.8448 4.9969 -7.5741 -0.43
C 1.0258 6.3255 -7.7785 -0.50
N 2.1683 6.6820 -7.0817 0.13
C 2.6276 5.5760 -6.5134 -0.02
C 2.7606 8.0176 -7.1762 -0.80
H 0.7322 3.5099 -4.5277 0.18
H 1.5061 1.9485 -4.6956 0.36
H 0.1704 2.1759 -5.6501 0.50
H 2.0978 2.4964 -7.1359 0.35
H 3.0834 3.2012 -5.9126 0.38
H 0.0245 4.3421 -7.8187 0.47
H 0.4515 7.0703 -8.3040 0.46
H 3.4803 5.5447 -5.8542 0.37
H 3.6299 8.1695 -6.5387 0.33
H 2.0056 8.7914 -7.0928 0.30
H 3.2579 8.0883 -8.1467 0.40
C 1.8463 -1.8000 3.9767 -0.88
C 1.1859 -2.0691 5.3087 -0.67
N 1.3542 -3.4454 5.7595 0.40
C 0.3886 -4.4020 6.0613 -0.17
C 1.0360 -5.5631 6.2989 -0.88
N 2.3894 -5.3344 6.1966 0.14
C 2.5380 -4.0530 5.8711 -0.24
C 3.4588 -6.3109 6.4529 -0.81
H 2.9317 -1.8100 4.0864 0.44
H 1.5967 -0.7898 3.6398 0.41
H 1.4968 -2.4134 3.1474 0.14
H 0.1282 -1.9234 5.0771 0.18
H 1.4738 -1.3862 6.1052 0.28
H -0.6339 -4.0702 6.0978 0.62
H 0.6911 -6.5620 6.5125 0.51
H 3.4865 -3.5468 5.7986 0.42
H 3.2945 -7.0998 5.7150 0.38
H 3.3770 -6.6849 7.4681 0.35
H 4.4631 -6.0123 6.1620 0.31
C -0.7790 6.8902 1.9407 -0.80
C -1.7663 7.3657 0.8562 -0.88
N -1.5354 6.9106 -0.5224 0.22
C -0.6001 7.6073 -1.2741 -0.56
C -0.6751 7.0932 -2.5224 -0.53
N -1.5409 6.0193 -2.4826 0.28
C -1.9648 5.8684 -1.2094 -0.50
C -1.6543 5.1243 -3.6094 -0.74
H -0.5104 5.8483 1.7607 0.01
H -1.2394 6.9447 2.9263 0.43
H 0.1175 7.5035 2.0431 0.50
H -1.9725 8.4339 0.8374 0.45
H -2.7449 6.9464 1.0968 0.35
H -0.1570 8.4566 -0.7822 0.55
H -0.1627 7.2720 -3.4510 0.52
H -2.5892 5.0644 -0.8512 0.73
H -2.6637 5.0260 -4.0222 0.35
H -1.3789 4.1161 -3.3015 0.30
H -1.1789 5.4194 -4.5428 0.23
C -0.7071 0.9036 -0.4185 0.00
C -0.5476 -0.6412 -0.2140 0.16
O 0.2193 -1.0438 0.7110 -0.31
O -1.1243 -1.3748 -1.0488 -0.65
H -1.6964 1.2248 -0.1094 -0.52
H -0.5044 0.9794 -1.4898 0.44
H 0.0624 1.4832 0.0898 -0.04
P -3.0702 3.3391 2.3788 1.31
F -2.6587 1.7602 2.5611 -0.29
F -4.2105 3.1537 3.4637 -0.36
F -2.0750 3.6291 3.6975 -0.41
F -3.2928 4.9274 2.2798 -0.31
F -1.7810 3.4497 1.3274 -0.25
F -3.9591 3.1163 1.0526 -0.38
```



(2)
A cluster of 7 separate species, C56H104BClO6 in total at a distorted geometry, computed with the ωB97M-V functional and the def2-TZVPD basis.

Results
SMILES: CCOCCOc1ccc2c(c1)C(=O)c1c(Cl)ccc(B(O)OCC)c1C2=O.CCCCCC.CCCCCC.CCCCCC.CCCCCC.CCCCCC.CCCCCC
Maximum force: 8.48 eV/Å

The geometry in XYZ format:
```
168
Properties=species:S:1:pos:R:3:mulliken_charge:R:1
C 4.5267 0.3329 3.4662 -0.32
C 5.5366 1.1426 2.4142 0.27
O 6.6178 1.8814 3.1029 -0.34
C 6.9994 3.0894 2.3489 -0.31
C 7.7858 4.2318 3.2260 -0.43
O 7.1193 4.6209 4.4795 -0.39
C 5.6569 4.6922 4.3398 0.32
C 4.7842 3.5872 5.2391 -0.40
C 3.1351 3.5573 5.1425 -0.44
C 2.4084 4.6294 4.1350 0.20
C 3.2608 5.7357 3.2133 0.45
C 4.8972 5.7722 3.3169 -0.57
C 2.3608 6.7174 2.1992 -0.16
O 2.5827 8.0267 2.0597 -0.54
C 1.1233 5.8957 1.4280 0.27
C 0.8232 6.2126 -0.1567 0.00
Cl 1.7183 7.4616 -1.2003 -0.16
C -0.3861 5.3208 -0.8632 -0.51
C -1.1841 4.1923 0.0178 -0.51
C -0.9073 3.8819 1.6379 0.89
B -1.7407 2.7144 2.4903 0.88
O -2.9941 2.1347 1.8936 -0.51
O -1.3253 2.1499 3.7875 -0.51
C -1.2787 0.6808 3.7780 -0.09
C -0.5561 0.1121 5.1744 -0.84
C 0.2758 4.7750 2.3367 0.23
C 0.7476 4.6589 3.9307 0.11
O -0.0820 4.6461 4.9750 -0.54
H 4.6764 0.8261 4.5179 0.21
H 3.3854 0.4543 3.1380 0.14
H 4.8117 -0.8236 3.4870 -0.26
H 5.9427 0.3686 1.6073 0.26
H 4.8101 1.8748 1.8123 -0.11
H 7.7480 2.7489 1.4866 0.31
H 6.1063 3.6269 1.8021 0.16
H 8.8828 3.8707 3.4259 0.33
H 7.8145 5.2136 2.5488 0.25
H 5.3447 2.8122 5.9298 0.37
H 2.4803 2.7989 5.7578 0.32
H 5.5331 6.5483 2.6723 0.26
H -0.6642 5.4807 -1.9984 0.30
H -2.0156 3.5653 -0.5587 0.05
H -3.2407 2.6219 1.0537 0.13
H -0.6354 0.3472 2.8592 0.20
H -2.3747 0.2592 3.7915 0.18
H -1.4001 -0.1560 5.9487 0.30
H 0.0276 -0.8674 4.9029 0.27
H 0.2105 0.8690 5.6338 0.16
C 2.7740 3.2440 -0.9048 -0.37
C 2.4191 2.7913 -2.3124 -0.62
C 1.2579 1.7974 -2.3519 -0.48
C 1.5088 0.4681 -1.6294 -0.40
C 2.7260 -0.3241 -2.1236 -0.36
C 2.6088 -0.7519 -3.5771 -1.20
H 3.1023 2.4081 -0.2806 -0.11
H 3.5903 3.9717 -0.9364 0.46
H 1.9140 3.7202 -0.4219 -0.07
H 3.3060 2.3654 -2.7941 0.33
H 2.1447 3.6721 -2.9026 0.42
H 0.9989 1.5994 -3.3989 0.30
H 0.3717 2.2689 -1.9082 0.11
H 0.6127 -0.1570 -1.7338 0.33
H 1.6214 0.6518 -0.5542 0.19
H 2.8305 -1.2195 -1.4999 0.23
H 3.6418 0.2594 -1.9816 0.29
H 1.7226 -1.3742 -3.7284 0.27
H 3.4874 -1.3360 -3.8662 0.43
H 2.5476 0.1079 -4.2484 0.27
C -2.8248 -1.1926 -0.5690 -1.01
C -4.1283 -0.9323 0.1695 0.11
C -5.1128 -2.0992 0.0854 -0.80
C -5.5960 -2.4478 -1.3277 -0.54
C -6.2747 -1.3008 -2.0873 -0.56
C -7.5444 -0.8083 -1.4131 -1.22
H -2.9881 -1.3417 -1.6400 0.33
H -2.1490 -0.3397 -0.4547 0.19
H -2.3221 -2.0792 -0.1683 0.28
H -4.5876 -0.0138 -0.2119 0.14
H -3.8996 -0.7440 1.2238 0.14
H -5.9780 -1.8769 0.7214 0.32
H -4.6436 -2.9915 0.5191 0.31
H -6.2970 -3.2893 -1.2559 0.40
H -4.7509 -2.8130 -1.9235 0.27
H -6.5247 -1.6549 -3.0942 0.41
H -5.5770 -0.4668 -2.2180 0.28
H -8.2715 -1.6190 -1.3151 0.29
H -8.0003 -0.0135 -2.0109 0.38
H -7.3432 -0.4007 -0.4195 0.29
C 2.2344 -2.9721 -7.2632 -1.20
C 3.0373 -1.7162 -7.5637 -0.40
C 2.1633 -0.5050 -7.8908 -0.44
C 1.2891 -0.6472 -9.1426 -0.86
C 2.0502 -0.9488 -10.4399 -0.38
C 3.0184 0.1545 -10.8333 -1.18
H 1.6351 -3.2857 -8.1227 0.34
H 2.9056 -3.7984 -7.0109 0.38
H 1.5630 -2.8093 -6.4134 0.23
H 3.7375 -1.9169 -8.3820 0.33
H 3.6510 -1.4776 -6.6887 0.31
H 2.8072 0.3765 -7.9946 0.35
H 1.5084 -0.2983 -7.0347 0.26
H 0.7189 0.2815 -9.2738 0.38
H 0.5437 -1.4351 -8.9807 0.34
H 1.3188 -1.0799 -11.2458 0.36
H 2.5870 -1.8994 -10.3528 0.23
H 2.4918 1.1030 -10.9690 0.29
H 3.5099 -0.0993 -11.7771 0.37
H 3.7987 0.2953 -10.0815 0.28
C -3.1617 -6.0523 -0.2534 -0.94
C -3.7803 -7.3634 -0.7124 -0.46
C -5.3074 -7.3692 -0.6372 -0.64
C -5.8945 -7.1999 0.7694 -0.44
C -5.4431 -8.2467 1.7958 -0.44
C -5.8610 -9.6608 1.4284 -1.20
H -3.3892 -5.8417 0.7954 0.27
H -2.0729 -6.0931 -0.3524 0.41
H -3.5262 -5.2175 -0.8615 0.10
H -3.3636 -8.1895 -0.1257 0.26
H -3.4813 -7.5451 -1.7501 0.36
H -5.6784 -8.3029 -1.0765 0.33
H -5.6972 -6.5637 -1.2726 0.32
H -6.9891 -7.2271 0.6930 0.39
H -5.6465 -6.2024 1.1516 0.13
H -5.8834 -7.9898 2.7662 0.38
H -4.3568 -8.2040 1.9290 0.24
H -6.9480 -9.7326 1.3356 0.29
H -5.5396 -10.3591 2.2068 0.38
H -5.4103 -9.9844 0.4872 0.28
C 4.3015 -3.1455 1.5744 -0.77
C 4.2881 -3.9715 2.8510 -0.52
C 5.6386 -3.9969 3.5676 -0.56
C 6.7888 -4.6298 2.7750 -0.74
C 6.5522 -6.0767 2.3236 -0.38
C 6.3765 -7.0421 3.4840 -1.18
H 5.0001 -3.5502 0.8366 0.31
H 3.3073 -3.1395 1.1177 0.36
H 4.5834 -2.1085 1.7861 -0.02
H 3.9545 -4.9900 2.6240 0.41
H 3.5402 -3.5499 3.5307 0.35
H 5.5212 -4.5236 4.5221 0.35
H 5.9228 -2.9688 3.8258 0.20
H 7.6952 -4.5949 3.3929 0.40
H 7.0054 -4.0166 1.8920 0.30
H 7.4140 -6.3965 1.7264 0.37
H 5.6813 -6.1303 1.6617 0.23
H 7.2574 -7.0351 4.1317 0.29
H 6.2410 -8.0596 3.1058 0.38
H 5.5001 -6.7942 4.0876 0.28
C -3.7359 6.7271 1.5214 -1.16
C -4.5733 5.6832 2.2435 0.29
C -5.6784 5.0872 1.3710 -0.53
C -6.7377 6.0836 0.8844 -0.89
C -7.4752 6.8458 1.9926 -0.39
C -8.2716 5.9362 2.9135 -1.18
H -4.3378 7.5855 1.2102 0.41
H -2.9464 7.1002 2.1806 0.36
H -3.2607 6.2968 0.6335 0.18
H -4.9967 6.1203 3.1544 0.37
H -3.9131 4.8736 2.5719 -0.35
H -6.1677 4.2778 1.9260 0.37
H -5.2210 4.6141 0.4927 0.26
H -7.4733 5.5384 0.2790 0.39
H -6.2728 6.8100 0.2070 0.33
H -8.1616 7.5592 1.5219 0.39
H -6.7675 7.4403 2.5801 0.23
H -9.0152 5.3672 2.3490 0.29
H -8.7984 6.5333 3.6636 0.38
H -7.6262 5.2326 3.4445 0.28
```



| no. | HOMO energy (Ha) | molar mass (g mol⁻¹) |
| --- | --- | --- |
| 1 | -0.757 | 1204.52 |
| 2 | -0.323 | 919.71 |